[1]
The following is a quantum chemistry calculation of a cluster of 2 separate species, C7H13B3IN2O6 in total at a distorted geometry, from the OMol25 dataset.

Computed properties:
**Lowest unoccupied orbital energy**: 1.7 eV
**Net charge**: -1
**E_HOMO**: -3.97 eV
**Gap between HOMO and LUMO**: 5.68 eV

Last column: Mulliken charge in e.
CARTESIAN COORDINATES (ANGSTROEM)
C1 -1.741 -1.167 2.221  -0.966
C2 -3.241 -1.264 1.913  -0.270
C3 -3.675 -0.577 0.587  -0.655
I1 -5.234 0.860 0.946  -0.007
B1 -2.466 0.083 -0.175  0.036
O1 -1.655 -0.678 -0.998  -0.126
B2 -0.283 -0.416 -0.831  0.149
C4 0.771 -1.576 -0.829  -0.290
N1 1.115 -2.020 -2.212  -0.751
O2 0.088 0.910 -0.637  0.033
B3 -0.794 1.641 0.107  0.568
O3 -0.328 2.540 1.079  -0.548
C5 0.641 3.309 0.661  0.565
N2 1.486 4.006 0.332  -0.454
O4 -2.144 1.433 -0.031  -0.321
H1 -1.546 -1.641 3.188  0.474
H2 -1.399 -0.131 2.314  0.205
H3 -1.148 -1.724 1.492  0.073
H4 -3.514 -2.322 1.852  0.264
H5 -3.795 -0.858 2.761  0.347
H6 -4.134 -1.320 -0.066  0.503
H7 1.678 -1.224 -0.330  0.360
H8 0.366 -2.441 -0.289  0.187
H9 0.445 -1.660 -2.885  0.254
H10 2.001 -1.598 -2.471  0.332
C6 3.591 1.563 -1.145  -0.326
C7 4.722 0.512 -1.034  0.453
O5 4.365 -0.644 -0.691  -0.679
O6 5.871 0.925 -1.300  -0.754
H11 2.622 1.126 -0.895  -0.194
H12 3.785 2.399 -0.471  0.278
H13 3.552 1.956 -2.163  0.262

Atomic forces in eV per Å
-0.157 -0.343 0.238
0.169 -0.084 0.033
-0.101 -0.116 -0.015
-0.016 -0.031 -0.083
-0.222 0.348 -1.062
-0.017 -0.007 1.112
0.331 -0.377 -0.732
-0.206 0.137 -0.268
0.015 0.379 -0.068
-0.136 0.059 0.893
-0.081 -0.216 -0.853
-0.016 0.526 -0.781
-0.440 -0.604 0.703
0.466 0.599 -0.202
0.197 -0.338 1.272
0.020 0.092 -0.066
0.009 -0.064 -0.131
0.037 0.241 -0.014
0.021 0.094 0.014
-0.012 0.050 -0.158
-0.006 0.109 0.048
0.104 -0.191 -0.044
0.108 0.069 0.081
-0.040 -0.143 0.013
0.136 -0.083 0.153
-0.095 -0.149 0.025
0.025 0.184 -0.066
-0.158 -0.167 -0.032
-0.096 -0.115 0.043
0.073 0.058 -0.017
0.040 0.028 -0.050
0.046 0.052 0.013

[2]
The following is a quantum chemistry calculation of a structure of composition C7H13BCaINO3S at a distorted geometry, from the OMol25 dataset.

Computed properties:
**Lowest unoccupied orbital energy**: -10.4 eV
**Net charge**: +2
**E_HOMO**: -13.94 eV
**Gap between HOMO and LUMO**: 3.51 eV

Last column: Mulliken charge in e.
CARTESIAN COORDINATES (ANGSTROEM)
C1 1.346 2.803 1.550  -0.740
C2 -0.301 2.670 1.636  -0.436
C3 -0.938 1.720 0.423  -0.811
I1 -1.028 2.964 -1.373  0.155
C4 -0.171 0.282 0.243  0.252
C5 -0.894 -0.614 1.457  0.196
O1 -1.089 -0.272 2.744  -0.469
N1 -1.376 -1.940 0.832  -0.415
C6 -0.344 -2.149 -0.297  -0.396
S1 -0.981 -3.678 -1.171  0.097
C7 -0.489 -0.668 -1.059  -0.470
B1 0.519 -0.633 -2.367  0.506
O2 0.773 0.590 -3.207  -0.475
O3 1.237 -1.866 -2.851  -0.469
H1 1.699 3.739 2.198  0.346
H2 1.636 2.936 0.415  0.217
H3 1.839 1.801 1.916  0.172
H4 -0.730 3.765 1.434  0.373
H5 -0.654 2.321 2.701  0.278
H6 -2.060 1.507 0.769  0.456
H7 1.009 0.232 0.352  0.179
H8 -2.250 -1.622 0.324  0.389
H9 0.649 -2.239 0.359  0.585
H10 -0.395 -4.861 -0.632  -0.147
H11 -1.556 -0.464 -1.523  0.238
H12 1.740 0.846 -3.128  0.322
H13 1.945 -2.082 -2.168  0.278
Ca1 0.866 -5.088 0.422  1.790

Atomic forces in eV per Å
-0.726 -0.235 -0.242
0.485 0.864 -0.314
-0.330 0.090 1.789
0.024 -0.801 0.597
-0.600 -1.102 1.023
-0.432 1.689 5.550
1.314 -2.618 -9.057
0.786 1.665 0.211
-1.538 1.560 2.837
0.619 -0.372 -0.665
0.815 -0.402 -1.033
2.125 1.624 -2.850
0.369 -2.968 3.268
-0.178 2.039 2.939
-0.688 -2.291 -1.519
-0.463 -0.009 2.312
-0.807 2.077 -0.460
0.764 -2.545 0.528
0.713 0.496 -2.259
2.434 0.325 -1.096
-2.470 0.737 0.104
0.783 -0.742 0.877
-1.339 0.060 -1.914
-3.444 2.111 -2.518
1.700 -0.734 1.264
-1.537 -0.554 -0.590
-1.211 0.286 -1.407
2.831 -0.251 2.623

[3]
The following is a quantum chemistry calculation of a structure of composition C7H13BN4Os at a distorted geometry, from the OMol25 dataset.

Computed properties:
**Multiplicity**: 5
**Lowest unoccupied orbital energy (alpha / beta)**: -10.7 / -11.7 eV
**Net charge**: +2
**Energy above the lowest of the compared OMol25 structures with the same formula, charge and spin**: 0.0 kcal per mole
**E_HOMO (alpha / beta)**: -17.63 / -17.83 eV
**Gap between HOMO and LUMO (alpha / beta)**: 6.90 / 6.18 eV

Last column: Löwdin spin population.
CARTESIAN COORDINATES (ANGSTROEM)
Os1 -0.035 0.943 1.298  2.941
C1 -0.471 3.409 -2.008  0.009
H1 -1.335 3.505 -1.331  0.001
H2 0.045 2.487 -1.725  0.006
H3 0.248 4.203 -1.823  0.000
H4 -0.766 3.329 -3.037  0.001
H5 0.840 2.187 1.630  0.065
B1 -0.476 -1.239 1.659  0.131
N1 -1.331 -0.907 0.398  0.079
C2 -2.237 -1.576 -0.310  0.056
C3 -2.518 -0.855 -1.464  0.088
C4 -1.786 0.331 -1.407  0.009
N2 -1.134 0.345 -0.233  0.240
N3 1.024 -1.349 1.328  0.063
C5 1.947 -2.308 1.407  0.045
C6 3.136 -1.789 0.902  0.049
C7 2.905 -0.450 0.595  0.008
N4 1.616 -0.157 0.934  0.103
H6 -0.950 -2.119 2.288  0.015
H7 -0.618 -0.182 2.525  0.083
H8 -2.583 -2.504 0.074  0.001
H9 -3.162 -1.141 -2.267  0.005
H10 -1.637 1.137 -2.136  -0.001
H11 1.683 -3.262 1.797  0.002
H12 4.051 -2.313 0.764  0.003
H13 3.543 0.277 0.141  0.000

Atomic forces in eV per Å
2.413 2.563 -1.051
0.157 -0.455 1.251
0.165 0.257 -0.411
0.157 -0.158 -0.112
-0.231 0.216 -0.232
-0.158 0.207 -0.429
0.650 1.052 0.250
-0.846 -1.811 0.555
-0.628 0.637 -0.122
0.705 0.305 0.249
0.091 0.736 -0.575
-0.283 -0.455 -0.031
-0.196 -0.930 -0.638
-0.165 0.238 0.632
-0.143 0.916 -0.469
-0.214 0.702 -0.105
-0.662 -0.358 0.598
-0.498 -0.776 -0.087
0.143 -0.084 0.004
-0.214 -1.058 0.464
-0.296 -0.684 -0.099
-0.270 -0.185 -0.207
-0.407 -0.354 0.514
-0.031 -0.629 0.063
0.466 -0.242 -0.067
0.295 0.352 0.054

[4]
The following is a quantum chemistry calculation of a structure of composition C7H13BN4Ru at a distorted geometry, from the OMol25 dataset.

Computed properties:
**Multiplicity**: 5
**Lowest unoccupied orbital energy (alpha / beta)**: -7.4 / -11.8 eV
**Net charge**: +2
**Energy above the lowest of the compared OMol25 structures with the same formula, charge and spin**: 0.0 kcal per mole
**E_HOMO (alpha / beta)**: -17.49 / -17.16 eV
**Gap between HOMO and LUMO (alpha / beta)**: 10.10 / 5.38 eV

Last column: Löwdin spin population.
CARTESIAN COORDINATES (ANGSTROEM)
Ru1 -0.122 0.479 -1.422  2.563
C1 -2.046 0.537 -2.524  0.059
H1 -2.666 0.480 -1.664  0.017
H2 -1.941 1.544 -2.874  0.016
H3 -2.619 -0.048 -3.250  0.004
H4 -1.216 -0.157 -2.778  0.012
H5 0.823 1.687 -2.088  0.077
B1 0.702 -0.421 1.896  0.216
N1 -0.441 -1.140 1.124  0.097
C2 -1.123 -2.179 1.630  0.060
C3 -2.056 -2.603 0.694  0.037
C4 -1.911 -1.768 -0.424  0.104
N2 -0.926 -0.856 -0.181  0.066
N3 1.532 0.625 1.106  0.145
C5 2.625 1.240 1.598  0.030
C6 3.099 2.122 0.645  0.050
C7 2.253 2.018 -0.452  0.131
N4 1.285 1.102 -0.174  0.025
H6 1.465 -1.294 2.290  0.130
H7 0.221 0.098 2.892  0.143
H8 -0.900 -2.574 2.627  0.001
H9 -2.770 -3.407 0.783  0.001
H10 -2.456 -1.750 -1.359  0.004
H11 2.982 0.978 2.594  -0.001
H12 3.961 2.775 0.721  0.001
H13 2.243 2.514 -1.409  0.011

Atomic forces in eV per Å
0.908 1.830 -0.762
-1.011 -0.089 -1.858
-0.011 -0.213 1.197
0.039 0.534 -0.473
-0.519 0.482 -0.388
0.703 -0.621 0.131
-1.152 -0.845 -0.326
-0.339 0.411 -2.701
0.571 1.145 -1.089
-0.543 -0.437 -0.246
-0.150 0.073 -0.396
0.668 0.081 1.350
0.098 -1.575 2.626
-1.469 -1.021 -0.379
0.526 0.512 -0.116
0.741 0.258 0.605
-0.647 -0.875 0.998
1.151 0.129 0.936
0.092 0.038 0.568
0.199 -0.057 0.573
-0.129 0.248 -0.479
0.114 0.010 0.090
0.072 -0.187 0.225
-0.045 0.238 -0.339
-0.173 -0.202 0.058
0.307 0.133 0.196

[5]
The following is a quantum chemistry calculation of the molecule C7H13BO2 at a distorted geometry, from the OMol25 dataset.

Computed properties:
**Lowest unoccupied orbital energy**: 0.7 eV
**Net charge**: 0
**Energy above the lowest of the compared OMol25 structures with the same formula, charge and spin**: 26.2 kcal per mole
**SMILES string**: CC(C)(C)C#CCOBO
**E_HOMO**: -9.77 eV
**Gap between HOMO and LUMO**: 10.45 eV

Last column: Mulliken charge in e.
CARTESIAN COORDINATES (ANGSTROEM)
B1 4.247 -0.195 0.116  0.594
C1 1.358 0.858 0.503  0.146
C2 0.256 0.416 0.375  -0.814
C3 2.673 1.534 0.612  -0.476
C4 -1.572 -1.352 0.791  -1.633
C5 -0.793 -0.568 -1.540  -1.414
C6 -2.034 0.986 -0.005  -1.719
C7 -1.043 -0.218 -0.085  2.003
O1 3.602 0.930 -0.323  -0.511
O2 4.610 -1.169 -0.722  -0.528
H1 4.321 -0.384 1.255  -0.135
H2 2.551 2.579 0.272  0.285
H3 3.011 1.607 1.651  0.296
H4 -1.951 -0.950 1.658  0.462
H5 -2.264 -2.050 0.230  0.322
H6 -0.692 -1.904 1.103  0.421
H7 -1.746 -0.459 -2.017  0.408
H8 -0.218 -1.496 -1.590  0.370
H9 0.048 0.236 -1.758  0.284
H10 -1.881 1.760 -0.718  0.372
H11 -1.935 1.304 0.972  0.512
H12 -3.013 0.524 -0.115  0.427
H13 4.384 -1.069 -1.684  0.330

Atomic forces in eV per Å
-1.129 0.411 -0.246
1.226 0.937 0.535
-1.194 -1.770 -0.024
-0.513 0.566 -1.041
1.450 -1.224 -2.342
2.947 1.683 0.871
-0.398 -2.620 -0.913
0.528 2.116 0.487
-0.291 0.302 0.700
0.416 -0.665 -1.942
0.403 -0.173 0.957
0.023 -0.454 0.109
0.296 -0.498 -0.196
-1.430 0.697 1.959
0.588 1.007 0.738
0.022 -0.586 -0.011
-0.056 -0.384 -1.073
-0.694 -0.268 -0.440
-2.228 -1.429 -0.834
0.291 0.552 -0.552
-0.146 1.252 1.984
-0.382 0.381 -0.188
0.272 0.167 1.462

[6]
The following is a quantum chemistry calculation of the ion C7H13BrFN2O3P2 with charge +1 at a distorted geometry, from the OMol25 dataset.

Computed properties:
**Lowest unoccupied orbital energy**: -5.8 eV
**Net charge**: +1
**SMILES string**: C=C[C@H]1C=[N+](F)[C@@H](CN)[C@@]1(Br)PP(=O)(O)O
**E_HOMO**: -12.33 eV
**Gap between HOMO and LUMO**: 6.55 eV

Last column: Mulliken charge in e.
CARTESIAN COORDINATES (ANGSTROEM)
C1 -0.113 -3.497 0.246  -0.520
C2 0.275 -2.591 -0.905  -0.480
C3 1.123 -1.168 -0.651  0.208
C4 1.305 -0.142 -1.929  -0.226
N1 1.284 1.196 -1.516  0.371
F1 1.230 2.328 -2.286  -0.150
C5 1.443 1.130 0.011  -0.303
C6 1.489 2.527 0.873  -0.397
N2 2.679 2.430 1.852  -0.624
C7 0.395 -0.057 0.366  0.078
Br1 0.321 -0.423 2.324  0.087
P1 -1.261 0.768 -0.175  -0.037
P2 -2.999 -0.395 0.485  0.847
O1 -2.655 -1.671 1.347  -0.545
O2 -4.086 0.586 1.492  -0.468
O3 -3.903 -0.844 -0.965  -0.495
H1 -0.471 -3.098 1.289  0.119
H2 -0.009 -4.662 0.129  0.290
H3 -0.004 -2.997 -1.988  0.264
H4 2.092 -1.429 -0.078  0.466
H5 1.346 -0.485 -3.064  0.395
H6 2.561 0.754 0.082  0.276
H7 0.476 2.765 1.411  0.278
H8 1.728 3.429 0.138  0.302
H9 2.722 1.455 2.262  0.275
H10 3.571 2.496 1.276  0.308
H11 -1.360 0.796 -1.639  0.062
H12 -4.867 0.753 0.862  0.309
H13 -4.313 0.048 -1.249  0.312

Atomic forces in eV per Å
1.316 2.585 -2.633
-0.734 -2.572 2.515
-2.374 0.196 0.627
-0.449 2.342 -0.165
0.085 -5.697 -0.390
0.276 -1.767 0.828
1.518 1.450 1.588
0.534 0.427 -0.500
-0.283 -1.157 -1.745
1.325 0.448 -1.628
0.291 0.273 -1.731
0.005 1.112 0.160
-2.490 -5.465 3.137
-0.625 4.645 -3.301
0.964 -1.305 -4.476
0.886 3.674 2.525
1.443 -0.674 -2.073
-1.112 2.519 -0.279
1.528 0.955 2.358
-1.158 0.501 -1.476
-0.163 1.032 2.517
-2.319 0.473 0.177
2.055 -0.711 -0.968
-0.623 -1.967 1.535
-0.319 1.536 -0.400
-1.493 0.079 0.963
0.064 -0.779 1.134
1.234 -0.100 1.618
0.619 -2.053 0.084

[7]
The following is a quantum chemistry calculation of a cluster of 2 separate species, C7H13BrN in total at a distorted geometry, from the OMol25 dataset.

Computed properties:
**Lowest unoccupied orbital energy (alpha / beta)**: -5.6 / -6.6 eV
**Net charge**: +1
**Energy above the lowest of the compared OMol25 structures with the same formula, charge and spin**: 150.1 kcal per mole
**E_HOMO (alpha / beta)**: -14.38 / -13.93 eV
**Gap between HOMO and LUMO (alpha / beta)**: 8.83 / 7.31 eV

Last column: Mulliken charge in e.
CARTESIAN COORDINATES (ANGSTROEM)
C1 -1.562 1.937 0.628  -0.464
C2 -1.497 0.678 0.563  -0.229
C3 -0.171 2.488 0.249  -0.539
C4 0.613 1.129 -0.150  -0.698
C5 1.220 -1.959 0.453  -1.033
C6 -0.797 -0.706 -1.099  -1.124
C7 0.202 -0.902 1.050  -0.647
N1 -0.350 0.044 0.122  0.680
Br1 -4.532 -1.201 -0.447  0.015
H1 -2.344 2.640 0.823  0.466
H2 -0.410 3.214 -0.545  0.362
H3 0.403 2.841 1.040  0.351
H4 0.987 1.072 -1.270  0.290
H5 1.650 1.037 0.232  0.442
H6 0.566 -2.889 -0.040  0.284
H7 2.026 -1.532 -0.257  0.293
H8 1.787 -2.529 1.259  0.386
H9 -0.004 -0.989 -1.742  0.365
H10 -1.359 -1.508 -0.710  0.495
H11 -1.562 -0.241 -1.730  0.377
H12 0.659 -0.379 1.829  0.584
H13 -0.487 -1.620 1.515  0.346

Atomic forces in eV per Å
1.216 2.887 0.291
-2.412 -1.380 1.260
-0.609 -2.309 -1.807
1.789 2.607 -3.754
-0.246 -1.801 -1.173
-1.096 0.199 -0.884
1.741 -4.321 0.871
0.651 -1.239 -2.316
0.123 0.063 0.049
-0.508 -0.173 0.250
1.001 -0.288 0.156
0.420 1.424 1.461
-1.630 0.261 1.787
-1.135 -0.308 1.118
1.913 2.702 0.788
-1.485 -0.756 0.932
-0.824 1.206 -0.648
0.995 -0.422 -0.117
-0.222 -1.460 0.331
0.439 1.024 0.481
0.678 1.059 1.220
-0.799 1.025 -0.293

[8]
The following is a quantum chemistry calculation of the molecule C7H13F2NO2 at a distorted geometry, from the OMol25 dataset.

Computed properties:
**Lowest unoccupied orbital energy**: 0.7 eV
**Net charge**: 0
**Energy above the lowest of the compared OMol25 structures with the same formula, charge and spin**: 0.0 kcal per mole
**SMILES string**: CC(C)[C@](N)(C(=O)O)C(C)(F)F
**E_HOMO**: -9.24 eV
**Gap between HOMO and LUMO**: 9.92 eV

Last column: Mulliken charge in e.
CARTESIAN COORDINATES (ANGSTROEM)
C1 -1.370 -0.578 0.681  0.198
C2 0.341 2.125 0.214  -1.804
C3 1.204 0.259 1.617  -1.663
C4 0.800 -2.725 0.162  -1.120
C5 0.798 0.637 0.266  0.721
C6 -0.408 -0.192 -0.356  0.700
C7 0.451 -1.764 -0.971  0.872
N1 -0.942 0.517 -1.366  -0.694
O1 -1.230 -1.433 1.564  -0.612
O2 -2.519 0.168 0.669  -0.526
F1 1.515 -1.304 -1.657  -0.319
F2 -0.476 -2.354 -1.793  -0.332
H1 -0.668 2.234 0.549  0.352
H2 0.465 2.567 -0.749  0.444
H3 0.881 2.712 0.843  0.593
H4 2.267 0.535 1.878  0.297
H5 0.656 0.863 2.489  0.317
H6 1.063 -0.745 1.835  0.458
H7 -0.125 -2.742 0.722  0.374
H8 1.131 -3.612 -0.374  0.439
H9 1.636 -2.204 0.806  0.193
H10 1.732 0.623 -0.356  0.294
H11 -0.338 0.998 -1.985  0.209
H12 -2.365 0.860 0.040  0.391
H13 -1.697 0.106 -1.968  0.219

Atomic forces in eV per Å
-1.830 -1.214 2.986
-0.554 -1.815 -0.844
0.697 2.823 4.056
1.581 2.230 -0.629
-0.406 1.860 -1.803
5.299 -3.804 0.357
-2.113 2.322 2.759
-3.592 0.816 -3.459
-0.392 1.979 -1.988
0.688 -1.381 0.879
-0.250 -0.439 -0.663
0.750 0.381 -0.293
-0.803 0.043 0.066
-0.188 0.204 -0.802
1.997 1.525 2.054
-0.866 -0.380 -0.729
0.572 -1.300 -1.926
-0.199 -1.737 0.546
0.312 -0.930 0.267
0.075 -0.424 0.631
-1.543 -1.494 -1.381
-1.185 -0.587 -0.029
0.876 0.375 -0.224
-0.036 0.934 -0.989
1.110 0.013 1.159

The molecular weight results, record by record, are as follows: 380.53; 369.05; 354.25; 265.09; 139.99; 334.04; 191.09; 181.18 Da.